A molecular structure, C30H75F4K2N2O28P5S4 at a distorted geometry, computed with ωB97M-V/def2-TZVPD.

## Properties
* multiplicity: 1
* Kohn-Sham gap: 7.51 eV
* HOMO energy: -9.6657 eV
* E_tot: -225946.8668 eV
* lowest unoccupied orbital energy: -2.2 eV
* relative energy (zero: lowest compared OMol25 entry of this formula, charge and spin): 11.572 eV

The geometry in XYZ format:
```
150
Properties=species:S:1:pos:R:3:lowdin_charge:R:1
K 1.046 -3.759 2.245 0.9274
K -2.726 -2.395 -0.160 0.8780
N -2.855 -5.621 1.975 -0.2942
S -3.109 -7.105 1.205 0.5378
O -4.085 -7.052 0.146 -0.2803
O -2.847 -8.378 1.860 -0.2607
F -1.753 -7.012 0.366 -0.2368
S -3.967 -5.915 2.958 0.3774
O -3.669 -6.755 4.131 -0.2960
O -5.284 -5.964 2.361 -0.2736
F -3.863 -4.521 3.671 -0.2024
N -0.426 0.340 1.264 -0.3115
S -0.061 1.666 0.309 0.4937
O 0.387 2.869 0.888 -0.2379
O -0.987 1.754 -0.786 -0.2735
F 1.294 1.048 -0.219 -0.1890
S -1.019 1.172 2.376 0.4766
O -2.355 1.788 2.093 -0.3187
O -0.080 1.846 3.292 -0.3062
F -1.591 -0.011 3.386 -0.2616
C 8.899 -3.942 -2.409 -0.0521
C 8.023 -4.190 -1.125 -0.2720
O 7.485 -2.965 -0.708 -0.1947
P 6.735 -2.757 0.746 0.5834
O 5.311 -3.290 0.720 -0.2870
O 7.809 -3.358 1.840 -0.1687
C 9.084 -2.940 1.801 -0.3623
C 9.498 -2.150 3.056 -0.0515
O 6.762 -1.148 1.003 -0.1871
C 6.038 -0.582 2.081 -0.2776
C 6.158 0.909 1.907 -0.0793
H 9.426 -4.858 -2.674 0.0710
H 8.274 -3.932 -3.302 0.0652
H 9.546 -3.067 -2.339 0.0795
H 7.275 -4.960 -1.314 0.1206
H 8.722 -4.591 -0.391 0.1004
H 9.860 -3.685 1.624 0.1217
H 9.180 -2.176 1.030 0.1076
H 10.518 -2.444 3.306 0.0771
H 9.467 -1.093 2.790 0.0701
H 8.743 -2.196 3.840 0.0784
H 4.979 -0.836 2.104 0.1193
H 6.582 -0.780 3.004 0.1130
H 5.393 1.133 1.163 0.0768
H 5.765 1.551 2.696 0.0815
H 7.069 1.447 1.645 0.0853
C 1.648 -7.687 -4.111 -0.0646
C 2.383 -6.492 -3.376 -0.2268
O 2.418 -5.268 -4.152 -0.1994
P 1.106 -4.475 -4.767 0.4591
O 0.093 -4.075 -3.775 -0.2422
O 1.851 -3.266 -5.495 -0.1718
C 2.588 -2.422 -4.641 -0.3010
C 4.077 -2.502 -4.963 -0.0600
O 0.652 -5.428 -5.976 -0.1899
C -0.606 -5.221 -6.566 -0.2771
C -0.483 -3.928 -7.332 -0.0720
H 2.007 -8.636 -3.711 0.0697
H 0.607 -7.660 -3.789 0.0688
H 1.756 -7.692 -5.195 0.0721
H 2.171 -6.499 -2.307 0.1077
H 3.440 -6.754 -3.342 0.1033
H 2.370 -1.384 -4.890 0.1145
H 2.241 -2.390 -3.608 0.1175
H 4.377 -2.118 -5.938 0.0842
H 4.604 -1.867 -4.250 0.0762
H 4.331 -3.527 -4.693 0.0673
H -0.775 -6.133 -7.138 0.1225
H -1.434 -5.277 -5.860 0.1187
H -1.198 -3.853 -8.151 0.0808
H -0.671 -3.073 -6.681 0.0753
H 0.520 -3.778 -7.731 0.0836
C -9.703 0.162 -5.738 -0.0577
C -8.532 0.039 -4.758 -0.3008
O -7.294 0.113 -5.396 -0.1982
P -6.078 -0.970 -5.018 0.5403
O -5.774 -1.200 -3.606 -0.2331
O -4.853 -0.452 -5.912 -0.1496
C -4.253 0.753 -5.518 -0.3329
C -2.789 0.842 -5.762 -0.0782
O -6.521 -2.336 -5.892 -0.1955
C -6.734 -3.609 -5.372 -0.2692
C -7.894 -3.688 -4.310 -0.0738
H -10.596 -0.283 -5.300 0.0729
H -10.012 1.162 -6.043 0.0731
H -9.394 -0.398 -6.621 0.0788
H -8.360 0.977 -4.231 0.1234
H -8.702 -0.799 -4.082 0.1072
H -4.690 1.622 -6.011 0.1245
H -4.309 0.981 -4.453 0.1165
H -2.640 0.716 -6.834 0.0838
H -2.282 1.681 -5.286 0.0895
H -2.280 0.045 -5.218 0.0754
H -6.969 -4.219 -6.244 0.1186
H -5.853 -3.954 -4.833 0.1100
H -8.123 -4.672 -3.899 0.0725
H -7.743 -3.083 -3.415 0.0556
H -8.836 -3.269 -4.665 0.0631
C -6.202 -2.971 11.778 -0.0949
C -5.862 -1.555 12.152 -0.2424
O -6.053 -0.718 10.992 -0.2222
P -7.459 -0.484 10.221 0.5710
O -8.569 -1.441 10.553 -0.2560
O -7.717 1.089 10.606 -0.2338
C -8.167 1.443 11.990 -0.2256
C -9.670 1.585 12.051 -0.0769
O -6.972 -0.405 8.573 -0.1983
C -6.498 0.825 8.038 -0.3289
C -7.369 1.598 7.100 -0.0596
H -5.878 -3.164 10.755 0.0880
H -5.712 -3.704 12.418 0.0746
H -7.265 -3.206 11.839 0.0691
H -6.580 -1.184 12.884 0.1054
H -4.797 -1.460 12.362 0.1228
H -7.837 0.655 12.667 0.0959
H -7.696 2.381 12.285 0.1159
H -10.046 0.613 11.732 0.0703
H -9.960 1.794 13.080 0.0823
H -10.028 2.301 11.311 0.0814
H -6.099 1.376 8.890 0.1027
H -5.530 0.492 7.665 0.1202
H -6.664 1.939 6.342 0.0775
H -8.014 0.905 6.559 0.0834
H -7.924 2.420 7.550 0.0782
C 4.204 7.930 0.272 -0.0775
C 5.039 7.227 -0.744 -0.2461
O 6.065 8.105 -1.286 -0.1712
P 5.786 8.975 -2.543 0.4460
O 4.630 8.557 -3.377 -0.2313
O 5.512 10.402 -1.812 -0.1704
C 6.292 11.497 -1.955 -0.3201
C 5.272 12.634 -1.894 -0.0757
O 7.233 9.111 -3.250 -0.1673
C 7.244 9.619 -4.563 -0.3420
C 8.624 9.883 -4.973 -0.0795
H 3.768 8.877 -0.046 0.0790
H 3.438 7.253 0.649 0.0876
H 4.916 8.228 1.042 0.0818
H 5.470 6.376 -0.216 0.1214
H 4.465 6.989 -1.640 0.1030
H 7.032 11.617 -1.164 0.1299
H 6.719 11.676 -2.942 0.0994
H 4.814 12.839 -0.927 0.0724
H 5.780 13.517 -2.282 0.0740
H 4.324 12.464 -2.404 0.0817
H 6.865 8.815 -5.194 0.1263
H 6.673 10.542 -4.666 0.1168
H 9.025 10.632 -4.290 0.0818
H 9.187 8.965 -4.803 0.0892
H 8.682 10.293 -5.981 0.0907
```